C5H6ClNO | ωB97M-V/def2-TZVPD

The SMILES is NC(=O)/C=C\C=C/Cl. As for the gap between HOMO and LUMO: 9.38 eV. The LUMO energy comes out at 0.004 Eh. As for the charge: 0. The value obtained for the calculated total energy is -21341.79634 eV. For the HOMO energy, the calculation gives -9.267 eV. Its spin multiplicity is 1.

XYZ file:
```
14
Properties=species:S:1:pos:R:3:lowdin_charge:R:1
N -0.30896 -2.06177 -0.09501 0.146
C -1.00021 -1.33562 -1.03455 -0.542
O -1.39871 -1.81890 -2.07717 0.053
C -1.24300 0.11686 -0.72396 -0.013
C -0.41485 0.97844 -0.11854 -0.105
C 0.94482 0.69732 0.35883 -0.193
C 1.69385 1.53317 1.07281 -0.547
Cl 1.18426 3.08960 1.63524 0.617
H -0.31418 -3.05796 -0.25457 0.108
H -0.29638 -1.72172 0.86878 0.112
H -2.21964 0.49159 -1.10395 0.126
H -0.72322 2.01663 -0.00594 0.087
H 1.39602 -0.22350 0.09284 0.088
H 2.70020 1.29585 1.38517 0.062
```



C5H6ClP | ωB97M-V/def2-TZVPD

As for the gap between HOMO and LUMO (spin up / spin down): 7.74 / 7.66 eV. The LUMO energy (spin up / spin down) comes out at -0.010 / -0.016 Eh. As for the charge: 0. The value obtained for the calculated total energy is -27089.68316 eV. For the HOMO energy (spin up / spin down), the calculation gives -7.997 / -8.111 eV. Its spin multiplicity is 1.

XYZ file:
```
13
Properties=species:S:1:pos:R:3:lowdin_charge:R:1
C 1.01374 0.15668 -1.06040 -0.234
C 0.44501 -0.88464 -0.44125 -0.147
C 1.07596 1.54223 -0.67428 -0.589
C -0.28892 -0.90267 0.87296 -0.315
C -1.51403 -0.05643 0.87461 -0.647
P 0.12539 2.40649 0.39997 0.844
Cl -2.58797 -0.19503 -0.44685 0.612
H 1.53305 -0.05887 -1.98794 0.095
H 0.53694 -1.84824 -0.91871 0.099
H 1.83969 2.11010 -1.20363 0.023
H -0.54577 -1.94506 1.10930 0.109
H 0.35823 -0.52724 1.67159 0.109
H -1.99133 0.20269 1.80463 0.041
```



C5H6F2N2S | ωB97M-V/def2-TZVPD

As for the gap between HOMO and LUMO: 7.44 eV. The LUMO energy comes out at -0.011 Eh. As for the charge: 0. The value obtained for the calculated total energy is -24529.31138 eV. For the HOMO energy, the calculation gives -7.744 eV. Its spin multiplicity is 1.

XYZ file:
```
16
Properties=species:S:1:pos:R:3:lowdin_charge:R:1
C -0.20242 0.87566 -0.03063 -0.081
C -1.55991 0.86747 -0.09159 -0.141
C -0.41011 -1.54506 0.02711 -0.652
C 1.76605 -0.52473 0.07589 -0.024
C -3.60442 -0.32874 0.12515 -0.447
N 0.27834 -0.44991 0.10963 -0.183
N -2.24926 -0.27559 0.07573 0.041
F -4.14752 0.01834 -1.08099 0.040
F -4.12789 0.59960 1.05212 -0.009
S -0.73906 -3.05996 -0.05528 0.782
H 0.42856 1.62872 0.09797 0.055
H -2.10032 1.76195 -0.32423 0.121
H 2.19843 -1.64236 0.10790 0.139
H 2.02823 -0.09374 -0.90502 0.085
H 2.17814 0.32140 0.77819 0.127
H -4.07249 -1.23432 0.49062 0.146
```



C5H6F2O | ωB97M-V/def2-TZVPD

The SMILES is OC=C(F)F.C#CC. As for the gap between HOMO and LUMO: 9.71 eV. The LUMO energy comes out at 0.029 Eh. As for the charge: 0. The value obtained for the calculated total energy is -12760.76265 eV. For the HOMO energy, the calculation gives -8.924 eV. Its spin multiplicity is 1.

XYZ file:
```
14
Properties=species:S:1:pos:R:3:lowdin_charge:R:1
O 0.51532 0.23354 -1.42089 0.006
C 1.81409 0.01171 -1.21818 -0.136
C 2.41543 -0.07684 -0.03737 -0.328
F 3.64468 -0.51445 0.19072 0.112
F 1.88504 0.45141 1.11300 0.076
H 0.00006 0.10992 -0.60695 0.033
H 2.23438 -0.22123 -2.21485 0.145
C -1.66776 1.64536 0.53422 0.114
C -1.79397 0.46201 0.63736 -0.199
C -1.79630 -0.99698 0.60616 -0.060
H -1.78577 2.67095 0.74202 0.028
H -2.80288 -1.26815 0.51470 0.072
H -1.44378 -1.28579 1.47904 0.035
H -1.21854 -1.22146 -0.31898 0.102
```



C5H6F3N3O2S2 | ωB97M-V/def2-TZVPD

The SMILES is CS(=O)(=O)N(SC(F)(F)F)n1ccnc1. As for the gap between HOMO and LUMO: 9.78 eV. The LUMO energy comes out at 0.011 Eh. As for the charge: 0. The value obtained for the calculated total energy is -43667.72758 eV. For the HOMO energy, the calculation gives -9.476 eV. Its spin multiplicity is 1.

XYZ file:
```
21
Properties=species:S:1:pos:R:3:lowdin_charge:R:1
C 1.38572 -1.96093 1.01914 -0.090
S 0.08796 -1.98796 -0.25154 0.616
O 0.63562 -2.17707 -1.54548 -0.274
O -1.07681 -2.69197 0.17464 -0.291
N -0.48400 -0.29709 -0.13169 -0.459
S -1.98563 0.04331 -0.96014 1.073
C -3.03443 0.57345 0.47991 -0.874
F -2.61491 1.55658 1.28871 0.109
F -3.28962 -0.47485 1.25647 0.094
F -4.22610 0.91575 0.01044 0.100
N 0.47382 0.66597 -0.33926 -0.201
C 1.15625 0.93620 -1.46564 -0.105
C 1.82069 2.09799 -1.26439 -0.110
N 1.52742 2.56979 0.01840 0.074
C 0.71726 1.72503 0.50691 -0.186
H 1.32041 -3.00105 1.21532 0.052
H 2.30672 -1.52079 0.71074 0.066
H 1.16418 -1.43169 1.92762 0.071
H 1.27520 0.31613 -2.23673 0.076
H 2.65266 2.58198 -1.86141 0.125
H 0.18760 1.56123 1.44797 0.133
```



C5H6F3NO2 | ωB97M-V/def2-TZVPD

As for the gap between HOMO and LUMO: 10.30 eV. The LUMO energy comes out at -0.003 Eh. As for the charge: 0. The value obtained for the calculated total energy is -19018.08396 eV. For the HOMO energy, the calculation gives -10.368 eV. Its spin multiplicity is 1.

XYZ file:
```
17
Properties=species:S:1:pos:R:3:lowdin_charge:R:1
C -0.64717 1.41292 -0.65836 -0.572
C 1.70061 0.12909 -1.41400 -0.035
C 2.11333 -0.53980 -0.02660 -0.169
C 0.55522 0.62541 -0.55381 -0.172
C -1.75231 -1.02900 1.80627 -0.482
N 0.99845 0.09538 0.58194 0.132
O -1.15078 1.39177 -1.87635 0.139
O -1.19437 1.92664 0.21776 0.177
F -2.11938 -0.83850 3.04853 0.137
F -2.87384 -1.25167 1.12202 0.102
F -1.11660 -2.24226 1.80502 0.079
H 2.30592 0.94026 -1.55972 0.081
H 1.37589 -0.51242 -2.19216 0.103
H 2.01818 -1.58250 -0.18272 0.100
H 3.04523 -0.26131 0.50286 0.126
H -1.29078 -0.18032 1.39434 0.103
H -1.96760 1.91633 -2.01502 0.152
```



C5H6F3NO2 | ωB97M-V/def2-TZVPD

As for the gap between HOMO and LUMO (spin up / spin down): 7.62 / 8.16 eV. The LUMO energy (spin up / spin down) comes out at 0.025 / -0.091 Eh. As for the charge: 0. The value obtained for the calculated total energy is -19014.60940 eV. For the HOMO energy (spin up / spin down), the calculation gives -6.937 / -10.640 eV. Its spin multiplicity is 3.

XYZ file:
```
17
Properties=species:S:1:pos:R:3:mulliken_spin:R:1
C 1.13034 1.80206 0.12948 0.040
C 1.47097 -0.78143 0.37284 0.030
C 0.33061 -1.39112 -0.45836 -0.013
C 0.54372 0.44208 0.54783 -0.049
C -2.33310 -0.20451 0.01223 0.825
N -0.31294 -0.08951 -0.49239 0.910
O 0.70181 2.21694 -1.05433 0.012
O 1.92112 2.39332 0.80196 0.017
F -2.38059 -0.27483 1.32753 0.040
F -2.78812 -1.30073 -0.54635 0.036
F -2.92084 0.87491 -0.44518 0.035
H 1.75339 -1.30232 1.28071 -0.009
H 2.35241 -0.55200 -0.21805 0.002
H 0.56758 -1.74526 -1.46439 0.043
H -0.22434 -2.16618 0.06909 0.038
H 0.11772 0.51983 1.55083 0.044
H 0.07029 1.55876 -1.41344 0.000
```



C5H6F4O | ωB97M-V/def2-TZVPD

The SMILES is CC(=O)C(F)(F)C(C)(F)F. As for the gap between HOMO and LUMO: 10.59 eV. The LUMO energy comes out at 0.005 Eh. As for the charge: 0. The value obtained for the calculated total energy is -18198.82975 eV. For the HOMO energy, the calculation gives -10.447 eV. Its spin multiplicity is 1.

XYZ file:
```
16
Properties=species:S:1:pos:R:3:lowdin_charge:R:1
C 0.18791 2.04784 1.19093 0.032
C -0.71239 0.77954 0.84671 -0.288
O -1.61892 0.30181 1.54337 0.107
C -0.54339 0.35603 -0.59501 -0.409
F -0.14878 1.25732 -1.51128 0.116
F -1.65621 -0.25427 -1.02645 0.114
C 0.72893 -0.76862 -0.71445 -0.464
C 0.05778 -2.09246 -0.43209 0.031
F 1.73284 -0.52981 0.11734 0.118
F 1.32191 -0.65798 -1.96513 0.078
H 0.58791 1.84818 2.18448 0.085
H 0.99205 2.09640 0.43930 0.086
H -0.61556 2.77526 1.24467 0.092
H 0.78788 -2.89943 -0.48946 0.098
H -0.63088 -2.17019 -1.32383 0.120
H -0.47107 -2.08963 0.49090 0.084
```